Molecular formula: C26H53N7O7P2S
Method: DFT, ωB97M-V/def2-TZVPD

Structure (XYZ):
```
96
Properties=species:S:1:pos:R:3:forces:R:3:mulliken_charge:R:1
H 6.024509 -3.504315 0.448497 -0.094 0.027 -0.108 0.36
C -1.289963 -4.336479 1.804938 -0.351 -0.962 0.360 -0.72
H -4.337154 1.248651 1.116590 -0.864 0.917 -1.496 0.24
N -4.510650 0.950931 -2.248077 0.385 -1.228 -0.716 -0.09
H 0.248250 -0.948674 1.778547 -0.068 -0.651 0.341 0.29
H 4.991161 -3.192828 -2.951301 -0.170 0.189 0.071 0.24
C -3.728526 1.393908 -1.046150 0.532 1.843 1.539 0.24
C 1.481756 2.516217 2.168197 0.130 0.273 0.471 -0.54
H -1.581870 2.427801 3.047612 -0.057 -0.163 -0.002 0.29
H -2.680385 5.900954 2.123122 -0.036 -0.206 0.015 0.36
H -1.022170 -4.501736 -1.044594 -1.188 -0.699 0.808 -0.27
H -5.736027 1.941699 0.003558 1.521 -0.381 0.212 0.37
H -2.801572 -5.877199 1.287272 0.682 1.391 -0.957 0.40
H -5.629606 -4.927589 -0.819595 0.713 1.608 -0.768 0.31
H 0.870202 2.206044 3.010086 -0.095 0.256 0.112 0.18
H 1.767162 7.425925 2.925806 -0.070 -0.120 0.040 0.34
H -4.284033 2.958940 0.465212 -0.499 -1.575 -0.476 -0.02
H 0.859253 -0.820846 -1.060218 0.048 -0.184 0.129 0.41
O -1.390419 -2.096818 0.133118 1.448 -1.546 3.421 -0.29
H -0.464961 3.086270 4.269754 0.143 -0.076 -0.165 0.29
C -5.199716 -3.964865 -1.260058 1.520 4.022 -1.564 -0.55
P -0.245640 4.727181 1.564406 -1.115 -7.505 4.296 0.75
H 0.400548 5.489599 4.688717 -0.076 -0.054 -0.048 0.36
O 0.181764 -1.820132 2.244236 -1.676 -1.062 -1.372 -0.48
H -2.992818 0.592059 -0.659924 -1.216 0.930 -0.733 -0.24
O -2.572203 0.541925 -3.639112 -3.133 -1.961 2.685 -0.55
O -2.373965 -1.860433 2.382845 3.362 -2.406 -1.478 -0.64
H 5.415106 -1.965649 1.041511 -0.029 -0.002 -0.007 0.33
H 2.072853 -1.023121 -3.352563 -0.083 0.060 -0.121 0.32
H 1.437195 4.122408 4.230198 -0.203 -0.045 -0.164 0.25
O 3.056290 0.360970 -0.852187 1.891 -0.047 4.206 -0.71
C -5.276793 -1.394154 -1.837230 2.363 -0.992 -0.911 0.31
H -3.618210 -6.244629 -1.754234 0.816 1.319 0.048 0.37
H -3.096422 2.301620 -1.379751 -0.948 -1.672 0.351 0.30
C 4.966174 -3.450072 -1.894882 -0.870 0.003 -0.613 -0.91
C -2.946278 -5.330050 -1.843865 0.651 1.476 -0.174 -1.09
C 1.584669 3.552097 0.037560 -0.352 0.326 -0.224 -0.84
H -3.272160 -4.174986 0.799165 1.122 -0.968 -0.381 0.25
H 4.422580 -1.200866 -4.047025 -0.065 -0.151 0.193 0.22
H -2.021154 -2.707109 -2.927038 -1.598 -0.338 0.790 0.31
C -3.066470 -2.711082 -2.475504 -3.605 0.948 1.170 -0.24
H 4.275633 -3.280914 0.702363 -0.008 -0.171 0.103 0.34
N 5.053475 -2.293002 -1.021470 2.073 0.183 4.172 -0.12
C -5.703129 0.126059 -2.030642 -3.041 -1.659 1.212 0.07
C 2.264174 -1.999466 -2.897136 0.457 -0.086 -0.282 -1.02
N 0.800841 3.413519 1.264172 0.441 -1.442 -0.950 0.47
C -2.409252 -4.921000 0.772756 0.497 0.400 0.617 -0.61
H -2.149480 3.336902 4.462453 -0.112 0.219 -0.294 0.41
H 0.859746 7.203089 1.436719 -0.024 -0.014 0.013 0.34
H -1.331804 -6.277859 -0.642494 -0.566 1.683 0.018 0.42
H 2.123010 5.700749 4.371815 -0.024 0.192 -0.470 0.38
H -2.360231 -5.395126 -2.836080 -1.014 -0.098 1.488 0.38
H 1.730318 1.577226 1.660381 0.030 0.234 -0.329 -0.08
O -6.916474 0.449234 -2.007648 4.642 -0.175 -0.083 -0.56
C -1.821243 -5.229155 -0.683146 -0.370 -1.282 -0.184 0.08
H -1.681876 -4.534444 2.872689 0.841 0.714 -1.635 0.40
H 6.122094 -1.297085 -3.533788 0.102 -0.111 -0.114 0.35
P 3.980135 -0.866670 -0.983606 -3.029 -0.585 -8.234 0.79
S -1.238642 -2.479765 1.585118 -4.027 3.991 -0.693 1.03
H -7.052532 -2.507754 -0.825269 1.603 -0.205 -0.658 0.39
H -3.264379 4.222125 2.186840 0.084 0.186 0.035 0.24
H 4.079216 -4.065844 -1.702221 -0.073 0.079 -0.011 0.32
H -0.274150 -4.836961 1.673478 -1.253 0.962 0.063 0.35
O -1.320767 4.180916 0.602984 0.952 3.977 -1.948 -0.71
C -6.006270 -2.615490 -1.250170 3.954 -0.289 -1.579 -0.61
C 0.894062 6.925165 2.496345 0.174 0.031 -0.167 -1.14
H 5.512730 1.412897 -0.995135 -0.029 -0.073 0.005 0.25
C 5.898980 0.777969 -1.797470 -0.313 -0.005 0.499 -1.11
C 1.435055 -1.697165 -0.722138 0.260 0.291 0.185 -1.14
H 2.422139 2.939290 2.544784 0.153 -0.057 0.129 0.30
H 1.664081 -1.565874 0.340488 0.064 -0.005 -0.239 0.39
C -4.614815 1.890683 0.196255 0.725 0.383 0.508 -0.75
C -3.759962 -3.959537 -1.874943 -1.414 1.417 0.009 0.59
H 0.790852 -2.576795 -0.795188 0.221 0.010 -0.197 0.08
H -3.161995 5.208744 3.662561 0.225 -0.114 0.075 0.42
H 2.424913 4.242865 0.186776 0.199 -0.010 -0.053 0.30
H 6.779361 0.242830 -1.418756 0.212 0.051 -0.048 0.31
H -0.009975 7.316965 2.977356 -0.001 0.166 0.114 0.38
C -3.484309 0.089845 -2.924170 0.623 -0.030 -0.928 0.17
N 4.874406 -0.158517 -2.252461 0.492 1.477 -0.935 0.27
H 0.964954 3.937507 -0.776975 -0.035 0.043 0.088 0.32
C 1.224090 5.171492 4.037934 -0.716 -0.657 0.410 -0.94
H 1.977466 2.590390 -0.303972 -0.051 0.021 0.227 0.08
N 2.671166 -1.888701 -1.500625 -1.312 -1.090 0.106 0.49
C -2.664895 4.978825 2.715316 0.029 0.270 -0.387 -1.04
H 5.441729 0.168225 -4.243755 0.042 0.147 0.313 0.36
H 2.997874 -2.539160 -3.493797 0.160 0.154 -0.028 0.25
C 5.228189 -0.660608 -3.560298 0.141 -0.604 0.024 -0.97
C -1.369113 3.283512 3.696096 0.505 -0.113 0.108 -1.14
C 5.196398 -2.794690 0.358678 0.219 0.116 0.054 -1.09
H 6.216192 1.452563 -2.597561 -0.111 -0.187 -0.055 0.37
C -3.850787 -1.384371 -2.454850 -1.400 -3.718 1.413 0.39
N 0.981456 5.458820 2.635205 1.108 3.915 -2.251 -0.07
H 5.842575 -4.089995 -1.746507 0.098 0.343 0.368 0.36
N -1.280687 4.534413 2.950670 -1.242 0.346 1.272 0.15
H 1.359151 -2.608438 -2.995600 -0.027 0.179 0.346 0.18
```
Positions in Å, forces in eV/Å.

SMILES string: CCN1C(=O)c2ccc(CCCCS(=O)(=O)O)cc2C1=O.CN(C)P(=O)(N(C)C)N(C)C.CN(C)P(=O)(N(C)C)N(C)C
HOMO-LUMO gap (eV): 6.1692
E_tot (Eh): -3012.84725